{"formula": "C9H14", "method": "ωB97M-V/def2-TZVPD", "symbols": ["C", "C", "H", "H", "H", "H", "H", "H", "C", "C", "C", "C", "C", "C", "C", "H", "H", "H", "H", "H", "H", "H", "H"], "positions_angstrom": [[0.00250, -2.85762, -1.89524], [0.58201, -1.58033, -2.45749], [0.74281, -3.66039, -1.78291], [-0.40609, -2.80009, -0.88798], [-0.75214, -3.29999, -2.55745], [1.67205, -1.54772, -2.34299], [0.58214, -1.42022, -3.54542], [-0.00469, -0.74391, -2.07152], [1.11953, 2.17844, -0.35730], [-1.89718, 1.27575, 1.73705], [-1.04607, 1.99297, 0.90596], [-1.41778, 0.23257, 2.53003], [0.30734, 1.67930, 0.86163], [-0.06453, -0.07718, 2.43516], [0.80895, 0.66624, 1.65760], [-2.93802, 1.57053, 1.73172], [-1.42969, 2.70568, 0.18778], [-2.15978, -0.30381, 3.10482], [0.31312, -0.99291, 2.88339], [1.86884, 1.41248, -0.59449], [1.73716, 2.98348, 0.04703], [1.85525, 0.39427, 1.68025], [0.52425, 2.19246, -1.26964]], "forces_ev_per_angstrom": [[0.06, -1.54, -0.45], [0.37, 0.48, -0.58], [0.19, 0.20, -0.26], [-0.17, 0.59, -0.08], [-0.16, 0.22, 0.21], [-0.30, 0.56, 1.02], [-0.77, -0.72, -0.09], [0.78, 0.24, 0.25], [0.63, -1.31, 2.01], [-1.28, 1.23, -0.36], [1.22, -0.50, -0.24], [0.89, -0.48, 0.05], [-1.00, 1.63, -2.62], [-1.34, -0.82, 0.97], [1.16, -1.15, 0.63], [-0.22, -0.17, 0.21], [-0.10, 0.09, 0.00], [0.32, -0.43, 0.21], [-0.04, 0.15, 0.35], [0.03, -0.26, 0.12], [-0.32, 0.76, -1.18], [0.14, 0.08, -0.25], [-0.08, 1.16, 0.08]], "e_above_lowest_kj_mol": 99.5, "spin_multiplicity": 2, "homo_lumo_gap_ev": [2.640, 7.842], "e_tot_ha": -351.24143, "total_charge": -1, "e_homo_ev": [1.4, -4.0]}


{"formula": "C21H20F32GaNO5PS", "method": "ωB97M-V/def2-TZVPD", "symbols": ["N", "C", "O", "Ga", "P", "S", "H", "H", "H", "H", "C", "C", "C", "F", "F", "F", "F", "O", "C", "C", "F", "F", "F", "F", "H", "H", "H", "H", "C", "C", "C", "F", "F", "F", "F", "O", "C", "C", "F", "F", "F", "F", "H", "H", "H", "H", "C", "C", "C", "F", "F", "F", "F", "O", "C", "C", "F", "F", "F", "F", "H", "H", "H", "H", "C", "C", "C", "F", "F", "F", "F", "O", "C", "C", "F", "F", "F", "F", "H", "H", "H", "H"], "positions_angstrom": [[2.77760, 4.81448, -1.35395], [2.39875, 5.55893, -2.15918], [1.97607, 6.34800, -3.06175], [0.52648, 7.55290, -2.50563], [-1.40959, 6.16806, -2.44193], [-2.53870, 6.54879, -0.83720], [0.46363, 8.66520, -3.63312], [0.76193, 8.08098, -1.04790], [-2.19777, 6.28238, -3.60181], [-1.02957, 4.81376, -2.42123], [3.49510, 1.67528, -1.01262], [2.06401, 1.19442, -1.29178], [1.36219, 0.37984, -0.20588], [1.99646, -0.79283, 0.02449], [0.10437, 0.08260, -0.62474], [2.01942, 0.51188, -2.46473], [1.33108, 2.31708, -1.41835], [4.54732, 0.90067, -1.58627], [5.11260, -0.14950, -0.95300], [4.95547, -1.43261, -1.77395], [3.65837, -1.73733, -1.93597], [5.54957, -2.45765, -1.10034], [4.66333, -0.32715, 0.30367], [6.45090, 0.07444, -0.86618], [3.55540, 2.64572, -1.50417], [3.65934, 1.86031, 0.04749], [1.29858, 0.94667, 0.72506], [5.42715, -1.31991, -2.75085], [-1.86993, -2.81106, -1.92903], [-2.43700, -2.02746, -3.12089], [-3.22039, -0.74582, -2.82736], [-4.33541, -1.02325, -2.12006], [-3.59505, -0.19694, -4.00525], [-3.17968, -2.84815, -3.89947], [-1.36070, -1.62693, -3.85343], [-2.59832, -3.94803, -1.49815], [-3.58164, -3.87750, -0.56160], [-4.91262, -4.38361, -1.12664], [-5.30650, -3.61840, -2.16044], [-5.85401, -4.31247, -0.15663], [-3.71104, -2.65472, -0.02561], [-3.25545, -4.72629, 0.44481], [-0.93184, -3.22531, -2.29326], [-1.61150, -2.15257, -1.09995], [-2.60325, -0.02937, -2.27921], [-4.80738, -5.41797, -1.45859], [-6.01865, 6.21904, 4.46053], [-5.79121, 7.42649, 3.53880], [-5.55070, 7.15105, 2.05241], [-4.42571, 6.44616, 1.87950], [-5.43448, 8.33605, 1.41499], [-4.80571, 8.20191, 4.03357], [-6.95326, 8.14987, 3.58916], [-4.91602, 5.77558, 5.22512], [-4.04813, 4.82326, 4.77191], [-2.61733, 5.36749, 4.70654], [-2.55211, 6.39591, 3.84871], [-1.80270, 4.37960, 4.27595], [-4.42911, 4.28980, 3.60395], [-4.03662, 3.82090, 5.68751], [-6.72895, 6.57569, 5.20451], [-6.50228, 5.39855, 3.93063], [-6.39492, 6.60363, 1.62187], [-2.29974, 5.69762, 5.69803], [5.88790, -7.04094, -0.00813], [4.95134, -6.34585, -1.00741], [4.02267, -5.25459, -0.47203], [3.14697, -5.76642, 0.41915], [3.32193, -4.74568, -1.50709], [4.23459, -7.26990, -1.68341], [5.76518, -5.71506, -1.90208], [5.48549, -8.30734, 0.47784], [4.73394, -8.45464, 1.60482], [3.41832, -9.17688, 1.29715], [2.68482, -8.45903, 0.42885], [2.71958, -9.31124, 2.44680], [4.51952, -7.29445, 2.24359], [5.42028, -9.25969, 2.45238], [6.78814, -7.25310, -0.58175], [6.18002, -6.36922, 0.79873], [4.59611, -4.45186, -0.00324], [3.62304, -10.16229, 0.87468]], "forces_ev_per_angstrom": [[0.29, -0.13, 0.18], [-0.39, 0.59, -0.92], [0.29, -0.55, 0.83], [-0.12, 0.68, -0.13], [-0.19, 0.29, 0.89], [-0.03, 0.02, -0.13], [-0.01, -0.22, -0.09], [0.15, -0.24, 0.04], [0.17, -0.30, -0.24], [-0.03, -0.13, -0.43], [0.22, 0.39, 0.02], [0.43, -0.14, -0.16], [-0.05, -0.05, 0.07], [0.02, 0.02, -0.02], [-0.07, -0.03, -0.01], [-0.06, 0.04, 0.09], [-0.42, 0.02, -0.07], [-0.35, -0.22, -0.12], [0.06, 0.15, -0.02], [0.03, -0.10, -0.07], [-0.04, -0.04, 0.05], [0.02, -0.04, -0.02], [-0.04, -0.01, 0.04], [0.09, 0.02, 0.08], [0.01, 0.01, 0.03], [-0.07, -0.14, 0.05], [-0.01, 0.01, -0.01], [0.04, 0.00, 0.02], [0.58, -0.02, 0.27], [-0.16, -0.27, -0.04], [0.08, 0.10, -0.05], [-0.03, -0.03, 0.03], [-0.02, 0.00, 0.03], [0.01, 0.05, 0.02], [0.07, 0.04, 0.01], [-0.31, 0.09, -0.39], [0.16, -0.04, 0.08], [-0.06, -0.07, 0.01], [-0.03, 0.04, 0.00], [-0.04, -0.02, -0.01], [-0.01, 0.06, -0.01], [0.03, 0.00, 0.12], [0.00, -0.01, -0.04], [-0.19, 0.12, -0.02], [-0.02, 0.00, 0.01], [0.00, 0.00, 0.01], [-0.45, -0.21, 0.22], [0.25, 0.01, 0.16], [-0.11, 0.02, -0.14], [0.07, -0.02, 0.08], [0.03, -0.01, 0.02], [-0.04, 0.00, -0.02], [-0.08, -0.02, -0.01], [0.26, 0.35, -0.18], [-0.15, -0.06, 0.11], [0.06, 0.00, 0.03], [0.03, 0.00, -0.04], [0.06, 0.00, -0.01], [-0.01, 0.01, -0.07], [-0.02, -0.11, 0.02], [0.01, 0.02, 0.02], [0.12, 0.02, -0.17], [0.01, -0.01, 0.01], [0.00, -0.02, 0.01], [0.54, 0.07, 0.10], [-0.15, -0.30, 0.01], [-0.01, 0.19, -0.03], [0.02, -0.06, 0.02], [-0.02, -0.04, 0.01], [0.02, 0.04, 0.01], [0.07, 0.05, -0.01], [-0.38, 0.03, -0.28], [0.18, -0.01, 0.02], [-0.04, -0.07, 0.01], [-0.04, 0.02, 0.01], [-0.04, -0.02, 0.00], [-0.03, 0.06, -0.01], [0.06, 0.00, 0.11], [0.00, -0.02, -0.02], [-0.19, 0.07, 0.03], [-0.01, 0.00, 0.00], [0.01, -0.01, 0.01]], "homo_lumo_gap_ev": 6.453, "e_tot_ha": -7103.31922, "total_charge": -1, "e_homo_ev": -4.7}


{"formula": "C3H3Li2O3", "method": "ωB97M-V/def2-TZVPD", "symbols": ["H", "C", "C", "O", "C", "O", "O", "H", "H", "Li", "Li"], "positions_angstrom": [[2.62947, 2.56146, -0.19662], [1.12692, -1.30323, -0.05171], [0.00819, -0.43544, -0.08224], [-1.21219, -0.93735, -0.10057], [-2.37232, -0.04057, -0.08272], [-2.33161, 0.81284, 0.79134], [2.30093, -0.88401, -0.03975], [0.92111, -2.38982, -0.06354], [0.12543, 0.65140, -0.04269], [-4.02832, 1.14727, -0.14355], [2.83238, 0.81745, 0.01205]], "forces_ev_per_angstrom": [[-0.02, -0.55, 0.08], [-0.48, -0.17, -0.21], [-0.06, 0.24, 0.44], [0.08, -0.11, -0.22], [-0.43, 0.21, 0.11], [0.00, -0.01, -0.32], [-0.11, -0.39, 0.08], [0.05, 0.30, 0.04], [0.06, -0.21, -0.07], [0.66, -0.32, 0.17], [0.25, 1.00, -0.10]], "e_above_lowest_kj_mol": 165.2, "spin_multiplicity": 2, "homo_lumo_gap_ev": [5.183, 5.143], "e_tot_ha": -356.79583, "e_homo_ev": [-6.5, -6.5]}


{"formula": "C14H10ClN3O2", "method": "ωB97M-V/def2-TZVPD", "symbols": ["Cl", "C", "C", "C", "C", "O", "C", "C", "N", "C", "C", "C", "C", "N", "C", "C", "N", "O", "C", "C", "H", "H", "H", "H", "H", "H", "H", "H", "H", "H"], "positions_angstrom": [[-7.12233, -0.29711, -0.05580], [-5.40286, -0.12152, -0.07999], [-4.83738, 1.05464, -0.55266], [-3.46594, 1.19026, -0.56686], [-2.64568, 0.15721, -0.11146], [-1.30398, 0.40202, -0.17154], [-0.42205, -0.56278, 0.34240], [0.95905, -0.01297, 0.28560], [2.04712, -0.68389, 0.07507], [3.02106, 0.27570, 0.15748], [4.43412, -0.00620, -0.00795], [4.86835, -1.30728, -0.25171], [6.22949, -1.52194, -0.39642], [7.13193, -0.55947, -0.31548], [6.71458, 0.67434, -0.08511], [5.38149, 1.01284, 0.07736], [2.52814, 1.46225, 0.40410], [1.18958, 1.28523, 0.49299], [-3.22187, -1.01770, 0.35594], [-4.60091, -1.15368, 0.37109], [-5.46848, 1.85538, -0.90364], [-3.00078, 2.09357, -0.92677], [-0.66026, -0.79516, 1.39292], [-0.44268, -1.49431, -0.23922], [4.15344, -2.11095, -0.32207], [6.62062, -2.51292, -0.58589], [7.49136, 1.42543, -0.02825], [5.06810, 2.02673, 0.26473], [-2.61785, -1.83876, 0.70798], [-5.04707, -2.06581, 0.73465]], "forces_ev_per_angstrom": [[-0.22, -0.02, 0.00], [0.21, -0.10, 0.04], [0.03, -0.10, 0.04], [0.22, -0.13, 0.06], [-0.30, 0.02, 0.00], [0.03, 0.13, -0.07], [-0.20, -0.14, 0.22], [0.63, -0.18, -0.21], [-0.51, -0.27, -0.04], [-1.07, 0.44, 0.24], [0.74, -0.05, -0.07], [-0.07, 0.31, 0.06], [-0.21, -0.18, -0.01], [0.50, -0.13, -0.06], [-0.16, 0.31, 0.06], [-0.11, -0.29, -0.04], [1.30, 0.23, -0.08], [-0.90, -0.35, 0.03], [0.35, 0.08, -0.03], [-0.20, 0.17, -0.07], [-0.07, 0.06, -0.03], [0.05, 0.12, -0.05], [-0.02, 0.00, -0.17], [0.03, 0.15, 0.13], [-0.03, -0.10, -0.01], [-0.07, -0.11, -0.01], [-0.02, 0.13, 0.02], [0.04, 0.13, 0.02], [0.08, -0.07, 0.03], [-0.06, -0.07, 0.02]], "homo_lumo_gap_ev": 8.992, "e_tot_ha": -1314.40477, "e_homo_ev": -8.9}


{"formula": "C2H2ClN", "method": "ωB97M-V/def2-TZVPD", "symbols": ["C", "C", "N", "Cl", "H", "H"], "positions_angstrom": [[1.17522, -0.54944, -0.24680], [1.07711, 0.46034, 0.38383], [-1.71436, 0.50100, -0.52256], [-2.78084, -0.31280, 0.23466], [1.25832, -1.41794, -0.83100], [0.98455, 1.31884, 0.98188]], "forces_ev_per_angstrom": [[0.08, 0.40, 0.19], [0.15, -0.48, -0.07], [1.00, 1.03, -0.96], [-1.21, -0.97, 0.90], [0.04, -0.46, -0.29], [-0.06, 0.48, 0.23]], "e_above_lowest_kj_mol": 530.6, "homo_lumo_gap_ev": [8.616, 8.557], "e_tot_ha": -592.12651, "e_homo_ev": [-9.4, -9.4]}


{"formula": "C6H6N", "method": "ωB97M-V/def2-TZVPD", "symbols": ["C", "C", "C", "C", "C", "C", "N", "H", "H", "H", "H", "H", "H"], "positions_angstrom": [[4.00061, 0.48387, -0.18162], [3.56822, -0.88924, 0.22648], [-0.63069, 1.57892, 0.29584], [-0.48673, 0.29466, -0.45159], [2.73047, 0.19460, 0.02676], [0.63260, 1.04480, 0.15086], [-1.09639, -1.02964, 0.17160], [4.81001, 1.17351, -0.47300], [-1.16412, 2.45712, 0.44409], [-0.72727, 0.05854, -1.41755], [-1.76090, -0.86244, 0.93964], [-0.30752, -1.60951, 0.53851], [-1.84582, -1.43262, -0.45952]], "forces_ev_per_angstrom": [[-1.30, -0.02, -0.13], [-0.28, 0.73, -0.24], [5.00, -2.85, -1.42], [-0.69, 0.90, 2.55], [-1.06, 1.92, 0.43], [-0.81, -1.50, -0.15], [-1.26, -0.05, 1.08], [-0.39, -0.75, 0.34], [-1.05, 1.16, 0.45], [0.09, 0.48, -2.85], [0.88, 0.48, 0.58], [-1.18, -0.19, -0.74], [2.04, -0.32, 0.08]], "e_above_lowest_kj_mol": 778.6, "homo_lumo_gap_ev": [8.149, 8.150], "e_tot_ha": -286.33871, "total_charge": 1, "e_homo_ev": [-13.4, -13.4]}


- What is the formula in the fifth record?
  C2H2ClN